a:
C3H4N2O | ωB97M-V/def2-TZVPD

Last column: Mulliken charge in e.
CARTESIAN COORDINATES (ANGSTROEM)
O: -0.7669 -0.5161 2.0685  -0.51
C: -0.4444 -0.1076 0.8167  0.04
N: 0.0207 1.2521 0.7846  -0.04
N: 0.3296 1.6856 -0.3351  -0.53
C: -0.3795 -1.0304 -1.5734  -0.45
C: -0.5068 -0.7902 -0.2993  0.41
H: -0.6025 0.2452 2.6459  0.37
H: 0.6408 2.6544 -0.1977  0.24
H: 0.5601 -1.3991 -1.9807  0.23
H: -1.1909 -0.8271 -2.2696  0.23

Results
- gap between HOMO and LUMO (eV) = 9.0465
- highest occupied orbital energy (Ha) = -0.328



b:
C3H4N2O | ωB97M-V/def2-TZVPD

Last column: Mulliken charge in e.
CARTESIAN COORDINATES (ANGSTROEM)
N: -1.7030 -0.3721 1.4208  -0.61
C: -0.8857 -0.1031 0.5187  0.51
N: -0.5521 -0.8634 -0.6514  -0.48
C: 0.5750 -0.3994 -1.0157  0.00
C: 1.0444 0.7021 -0.1069  -0.23
O: -0.0750 0.9574 0.6867  -0.35
H: -2.1728 -1.2086 1.1079  0.28
H: 1.7560 0.2789 0.6239  0.24
H: 1.1420 -0.8010 -1.8497  0.37
H: 1.3472 1.6397 -0.5773  0.27

Results
- gap between HOMO and LUMO (eV) = 10.5204
- highest occupied orbital energy (Ha) = -0.368



c:
C3H4N2O | ωB97M-V/def2-TZVPD

Last column: Mulliken charge in e.
CARTESIAN COORDINATES (ANGSTROEM)
O: 2.1213 -0.4735 -0.2440  -0.50
C: 0.8155 -0.1876 -0.1492  0.68
C: -0.2104 -1.1127 0.0527  -0.40
N: -1.3841 -0.4428 0.0520  -0.45
C: -0.9770 0.9127 -0.0685  -0.22
N: 0.3491 1.0625 -0.2107  -0.60
H: 2.5824 0.3671 -0.3812  0.37
H: -0.1531 -2.1771 0.2280  0.40
H: -1.4368 0.3721 1.0255  0.29
H: -1.7069 1.6793 -0.3047  0.44

Results
- gap between HOMO and LUMO (eV) = 10.2722
- highest occupied orbital energy (Ha) = -0.345



Which structure loses on stability? a does.



a:
C3H4N2O | ωB97M-V/def2-TZVPD

Last column: Mulliken charge in e.
CARTESIAN COORDINATES (ANGSTROEM)
N: 1.8179 -0.1005 -0.0590  -0.47
C: 0.5610 -0.4345 0.0181  0.39
C: -0.2768 0.6590 -0.3822  -0.40
C: -1.4883 0.2654 0.3229  -0.28
N: -1.4223 -0.9026 0.8708  -0.31
O: -0.0894 -1.4004 0.6414  -0.21
H: 2.5853 -0.7638 -0.0430  0.21
H: 1.1447 1.0716 -0.2980  0.41
H: -0.3965 0.8167 -1.4540  0.26
H: -2.4357 0.7889 0.3829  0.41

Results
- gap between HOMO and LUMO (eV) = 9.8659
- highest occupied orbital energy (Ha) = -0.334



b:
C3H4N2O | ωB97M-V/def2-TZVPD

Last column: Mulliken charge in e.
CARTESIAN COORDINATES (ANGSTROEM)
N: 1.0500 1.3543 0.7950  -0.52
C: 0.2939 0.4592 0.0594  0.57
N: -0.3156 0.8714 -1.0276  -0.46
O: -1.1052 -0.1975 -1.4592  -0.13
C: -0.9341 -1.1977 -0.6167  -0.13
C: -0.0229 -0.9209 0.3465  -0.47
H: 1.0445 1.2180 1.7974  0.24
H: 0.8624 2.3173 0.5375  0.26
H: -1.4867 -2.1158 -0.7637  0.42
H: 0.6137 -1.7883 0.3314  0.22

Results
- gap between HOMO and LUMO (eV) = 10.3057
- highest occupied orbital energy (Ha) = -0.340



c:
C3H4N2O | ωB97M-V/def2-TZVPD

Last column: Mulliken charge in e.
CARTESIAN COORDINATES (ANGSTROEM)
O: -1.4072 0.9106 -0.7019  -0.45
C: -0.3023 0.2197 -0.3775  -0.02
C: -0.0632 -0.3022 0.9542  -0.05
N: 1.0455 -0.7796 1.3655  -0.57
N: 0.9641 -1.0547 -2.2325  -0.47
C: 0.4683 -0.2510 -1.5168  0.41
H: -1.6181 1.6737 -0.1397  0.35
H: -0.9825 -0.2780 1.5577  0.32
H: 0.9454 -1.1470 2.3193  0.27
H: 0.9500 1.0085 -1.2283  0.20

Results
- gap between HOMO and LUMO (spin up / spin down) (eV) = 7.4666 / 7.4623
- highest occupied orbital energy (spin up / spin down) (Ha) = -0.311 / -0.311



Which structure loses on stability? c does.



a:
C3H4N2O | ωB97M-V/def2-TZVPD

Last column: Mulliken charge in e.
CARTESIAN COORDINATES (ANGSTROEM)
O: -1.1412 1.2722 -1.0109  -0.52
C: -0.3821 0.3516 -0.3099  -0.27
C: 1.0439 0.5394 -0.0329  -0.03
N: 1.6563 -0.3313 0.6683  -0.61
N: -1.3467 -1.7927 0.6505  -0.49
C: -0.9175 -0.7444 0.2015  0.69
H: -1.1499 1.0444 -1.9493  0.32
H: 1.4955 1.4255 -0.4943  0.39
H: 2.6432 -0.1135 0.7679  0.24
H: -1.9064 -1.6355 1.4828  0.28

Results
- gap between HOMO and LUMO (eV) = 9.4032
- highest occupied orbital energy (Ha) = -0.320



b:
C3H4N2O | ωB97M-V/def2-TZVPD

Last column: Mulliken charge in e.
CARTESIAN COORDINATES (ANGSTROEM)
O: -1.2510 1.3928 -0.5623  -0.52
C: -1.4683 0.2123 -0.3897  0.01
N: -0.6108 -0.6204 0.2853  -0.16
C: 0.6881 -0.0830 0.6041  -0.36
C: 1.5370 0.3426 -0.5474  0.27
N: 2.3647 0.6773 -1.2861  -0.40
H: -2.3704 -0.3114 -0.7647  0.35
H: -0.7892 -1.6166 0.2931  0.25
H: 0.5942 0.8128 1.2277  0.22
H: 1.3055 -0.8064 1.1400  0.33

Results
- gap between HOMO and LUMO (eV) = 11.1518
- highest occupied orbital energy (Ha) = -0.391



Which structure loses on stability? a does.